--- a ---
20
Properties=species:S:1:pos:R:3 method="wB97M-V/def2-TZVPD" e_lumo_ev=0.55 homo_ev=-7.5
C 0.522 0.028 0.319
C -0.267 0.423 -0.790
C 0.989 -1.547 -0.866
C 1.803 0.748 0.633
C -1.768 1.661 0.199
N 0.155 -2.592 -0.507
O -0.096 -0.500 1.387
O -2.565 2.674 -0.196
O -2.143 1.001 1.183
H -1.017 -0.035 1.467
H -3.302 2.757 0.450
H -0.746 -2.601 -0.968
H 0.040 -2.693 0.496
H 0.181 1.018 -1.575
H -1.145 -0.153 -1.040
H 1.031 -1.360 -1.933
H 1.985 -1.625 -0.442
H 2.339 1.034 -0.271
H 2.441 0.115 1.250
H 1.564 1.648 1.205

***

--- b ---
20
Properties=species:S:1:pos:R:3 method="wB97M-V/def2-TZVPD" e_lumo_ev="-0.14 / -0.14" homo_ev="-8.3 / -8.3"
C 1.563 0.630 -0.050
C 1.475 1.160 1.345
O 1.470 1.507 -1.054
H 0.628 1.999 -0.950
H 2.270 -0.164 -0.271
H 0.223 -0.478 0.467
H 2.283 1.881 1.506
H 1.564 0.363 2.084
H 0.524 1.680 1.492
C -0.117 -1.050 -1.695
C -1.609 -1.382 0.664
C -0.395 -0.312 -0.426
N -2.389 -0.466 1.088
O -1.326 -2.549 0.646
O -1.026 0.900 -0.541
H -1.774 0.825 0.126
H -3.173 -0.825 1.625
H -1.062 -1.247 -2.204
H 0.512 -0.465 -2.372
H 0.358 -2.006 -1.478

***

--- c ---
20
Properties=species:S:1:pos:R:3 method="wB97M-V/def2-TZVPD" e_lumo_ev=0.46 homo_ev=-8.3
C -0.823 0.208 0.333
C -1.252 -0.955 -0.545
C -0.672 -0.144 1.805
C 0.248 1.620 -0.431
O -0.342 1.767 -1.657
O 0.401 2.532 0.356
H -0.698 2.669 -1.654
H -1.643 0.932 0.294
H -2.255 -1.308 -0.274
H -1.629 -0.442 2.247
H -0.619 -1.837 -0.402
H -1.285 -0.663 -1.598
H 0.020 -0.980 1.966
H -0.334 0.721 2.384
N 1.913 -1.313 -0.742
C 1.688 -0.136 -0.161
O 1.820 0.931 -0.874
H 1.777 -2.166 -0.223
H 1.984 -1.371 -1.748
H 1.699 -0.066 0.924

***

Which structure loses on stability? b does.